Model w:
A molecular structure, C31H42AsBN12O4PS2Y, computed with ωB97M-V with the def2-TZVPD basis set.

Its LUMO energy is 0.259 eV. Its total charge is 0.

Element x y z (Å)
Y 0.2121 0.5771 -0.1403
As 0.8683 0.8155 -4.5519
S 0.6070 1.9238 -2.7734
S 0.7241 -1.5443 -1.9093
P 3.3375 -2.2482 0.5238
O -1.1294 -1.2276 0.2691
O 4.0902 -2.7681 1.8766
O 1.8315 -2.3055 1.1054
O 3.3442 -3.6307 -0.3661
N -1.3260 2.8402 1.6210
N 0.0122 0.5050 2.3295
N -2.2259 1.2468 -0.6357
N -0.3049 2.8025 0.7228
N -3.4268 2.0630 2.7265
N 6.5901 -0.1793 -0.5652
N 4.7219 2.3986 -3.7526
N -4.0332 1.3082 3.6774
N -1.3013 0.5932 2.7068
N -1.0532 -2.4650 -0.1766
N -2.7627 1.0149 0.5937
N 2.4376 1.1504 -0.2151
C -0.2107 -4.1197 -1.6226
C 5.7159 0.4531 -0.9740
C -5.4042 2.9844 3.0728
C 3.9852 -3.5637 -1.6417
C -0.2252 -2.7776 -1.2060
C -4.2530 3.0629 2.3339
C -1.3010 4.0160 2.2734
C -1.4661 -0.0329 3.8837
C 4.6987 1.8739 -2.7245
C 0.9883 2.0834 -5.9921
C -1.8456 -4.6855 0.0280
C -0.2445 -0.5135 4.3015
C -5.2135 1.8604 3.9032
C -0.2679 4.7742 1.7749
C 2.1437 -0.2713 3.2985
C 0.3347 3.9654 0.8016
C 1.2916 -3.4582 1.7538
C -4.2580 0.3210 -0.8693
C 2.5084 -0.1826 -4.6641
C 4.6374 1.2139 -1.4817
C 3.4471 1.1823 -0.7918
C 0.6588 -0.1351 3.3003
C 5.5185 -2.6318 1.8922
C -3.1346 0.8431 -1.5240
C -2.9696 1.0671 -2.9875
C -1.8467 -3.3782 0.4263
C -1.0035 -5.0634 -1.0219
C 1.5246 4.2883 -0.0374
C -3.9788 0.4606 0.4689
C -6.1407 1.2798 4.9187
C -0.5532 -0.3971 -5.0562
B -2.2053 1.6016 1.9307
H -5.6138 0.5423 5.5212
H -3.5311 1.9548 -3.2870
H -3.3508 0.2233 -3.5636
H 2.5781 0.1991 2.4161
H 0.4484 -3.1154 2.3538
H -6.5328 2.0512 5.5820
H 3.4115 -2.9320 -2.3231
H 1.1393 1.5598 -6.9356
H -5.1581 -0.0652 -1.3158
H -4.5687 0.2356 1.3435
H 5.0029 -3.1752 -1.5625
H -2.0168 4.2296 3.0478
H 4.0222 -4.5783 -2.0340
H 2.5531 0.2272 4.1791
H 2.4376 3.8936 0.4103
H -6.2571 3.6395 3.0295
H -0.0979 -1.2902 -5.4810
H -1.9256 1.2457 -3.2271
H 0.0684 2.6638 -6.0245
H 5.8212 -2.5106 2.9302
H 1.6297 5.3690 -0.1244
H -2.4864 -5.3935 0.5315
H 0.4591 -4.3758 -2.4305
H 5.8449 -1.7677 1.3106
H -2.4454 -2.9648 1.2235
H 2.4839 -1.0012 -3.9502
H 0.0146 5.7702 2.0669
H -6.9931 0.7907 4.4442
H 3.3397 0.4874 -4.4586
H -0.0246 -1.0314 5.2191
H -2.4333 -0.0447 4.3512
H 2.0358 -3.9214 2.4017
H -1.1858 0.0911 -5.7966
H 2.5789 -0.5725 -5.6809
H 5.9840 -3.5306 1.4838
H -1.1264 -0.6711 -4.1786
H 0.9541 -4.1809 1.0096
H -3.9673 3.7433 1.5482
H 1.4408 3.8727 -1.0407
H -0.9711 -6.0911 -1.3567
H 1.8303 2.7429 -5.7892
H 2.4631 -1.3105 3.3232


Model x:
A molecular structure, C31H42AsBN12O4PS2Y, computed with ωB97M-V with the def2-TZVPD basis set.

Its LUMO energy is 0.080 eV. Its total charge is 0.

Element x y z (Å)
Y 0.4696 0.1765 -0.3459
As 0.7250 4.6157 -0.3623
S 0.7990 2.9970 0.9828
S 2.0694 1.6880 -2.1684
P 1.4824 0.1246 2.8306
O 3.0408 0.5193 3.0694
O 1.7448 -1.4356 3.1944
O 2.6278 0.0589 0.1011
O 0.7697 0.7050 4.1634
N -1.5029 -0.5325 0.9361
N -5.4129 0.2736 -2.1592
N -3.5320 -4.1141 -1.4986
N 3.6780 0.7561 -0.2872
N -0.6331 -0.9734 -2.2955
N -1.3292 1.5565 -1.0801
N -1.6614 -1.8319 -1.9995
N -0.2175 -3.0744 -0.3708
N 0.8359 -2.2800 -0.0246
N -2.5719 -3.8040 -0.5969
N -2.1769 -1.6153 0.4597
N -4.0674 4.6340 -2.3443
C -2.3640 0.1435 1.7077
C 0.2070 -4.3288 -0.5906
C 0.5981 -2.2975 3.2528
C -3.6623 2.1361 -1.9055
C 0.0816 6.1772 0.5677
C 4.8329 0.5799 0.3920
C 1.5572 -4.3797 -0.3452
C -3.6025 -0.5004 1.7198
C -4.2135 -5.1257 -0.9901
C 3.2999 -2.6641 0.3931
C -5.3598 -5.7282 -1.7362
C 1.9154 -3.0752 0.0087
C 3.3975 1.9056 3.1089
C -0.4042 4.4992 -1.9135
C 3.5641 1.5805 -1.3647
C 5.9087 2.1152 -1.0678
C 4.7280 2.2718 -1.7476
C -3.7016 -5.4852 0.2757
C -2.1221 -0.9861 -3.9772
C 1.2875 0.4354 5.4735
C -2.6673 -4.6118 0.4882
C -4.6333 1.1184 -2.0581
C -2.4018 1.7998 -1.4510
C 5.9673 1.2488 0.0279
C 2.4647 5.1163 -1.0252
C -0.9133 -0.4744 -3.5068
C -2.5653 -1.8325 -2.9888
C -3.9181 3.5020 -2.1706
C -2.0136 1.4102 2.4080
C -3.4429 -1.5990 0.9089
C -0.0645 0.5159 -4.2259
B -1.6613 -2.5738 -0.6511
H 2.3839 6.0447 -1.5904
H 2.7791 2.4484 3.8266
H -5.7660 -6.5811 -1.1945
H 2.2053 -5.2367 -0.4049
H -0.1662 1.5107 -3.7861
H -0.9289 5.9742 0.9166
H 3.2992 -2.0613 1.2979
H 6.8776 1.0954 0.5875
H -5.0440 -6.0680 -2.7226
H -0.3912 0.5792 -5.2628
H 0.7261 6.3698 1.4225
H 0.0766 7.0346 -0.1042
H 0.9509 -3.3120 3.0792
H -0.2508 5.4007 -2.5070
H -4.1470 -2.3561 0.6079
H 3.7825 -2.0951 -0.4010
H -3.4439 -2.4475 -2.9172
H 1.1867 1.3465 6.0595
H -4.4935 -0.1871 2.2351
H 3.8868 -3.5649 0.5712
H 4.6576 2.9180 -2.6108
H -1.9965 -4.5007 1.3249
H 0.7034 -0.3595 5.9357
H -0.4791 -5.0971 -0.8998
H 0.1362 -2.2338 4.2399
H -1.5668 2.1290 1.7224
H 0.9886 0.2459 -4.2069
H -0.1408 3.6190 -2.4916
H 3.1377 5.2506 -0.1805
H -4.0440 -6.2688 0.9300
H 4.7459 -0.1002 1.2255
H 3.2773 2.3694 2.1306
H 2.3346 0.1375 5.4289
H -1.4472 4.4479 -1.6049
H 6.7913 2.6547 -1.3844
H -2.6029 -0.7637 -4.9138
H 2.8269 4.3156 -1.6638
H -2.9183 1.8506 2.8252
H -1.3061 1.2444 3.2204
H -6.1593 -5.0001 -1.8750
H -0.1356 -2.0389 2.4906
H 4.4382 1.9485 3.4230


On energetic grounds, model x is preferred over the next structure by 35.3 kJ/mol.


Model w:
A molecular structure, C9H15N3O6, computed with ωB97M-V with the def2-TZVPD basis set.

Its LUMO energy is 0.332 eV. Its total charge is 0.

Element x y z (Å)
O -0.5937 1.2636 -2.2939
O -2.0325 -2.3699 3.6976
O -0.0663 -3.6745 3.5236
O 0.0269 -0.7236 2.2658
O -0.9162 2.3265 0.8440
O 0.7295 3.4935 -0.3695
N 0.5741 2.6330 -3.7648
N -1.5706 -2.0120 -0.6138
N 0.0713 0.0588 0.0674
C -1.4926 -1.8605 0.7963
C 0.3864 2.4905 0.2781
C 1.0268 1.1890 0.3722
C -1.2046 -3.0227 3.0234
C -1.2409 -3.0965 1.4822
C 1.7169 1.0664 -1.9816
C 0.4513 1.6381 -2.6761
C -0.3876 -0.8440 1.1086
C 2.1738 1.3007 -0.6058
H 1.2470 0.1485 -2.0959
H -0.6029 -1.3841 -1.1855
H 2.6055 1.1077 -2.6316
H -2.4154 -1.4891 1.2991
H 3.0325 0.7020 -0.4757
H -2.0353 -3.9747 1.4605
H -0.2469 -3.5385 1.4713
H -0.3974 2.9717 -4.0857
H 1.3087 3.4829 -3.2104
H 2.5792 2.2746 -0.4829
H 0.4488 -3.0451 4.4479
H -2.3311 -1.3434 -0.9168
H 1.2652 0.9612 1.4346
H -0.4816 0.1098 -0.7361
H -1.6285 3.1600 0.5535


Model x:
C9H15N3O6 in the gas phase, computed with ωB97M-V with the def2-TZVPD basis set.

Its LUMO energy is 0.381 eV. Its total charge is 0. As for the SMILES: NC(=O)CC[C@H](N)C(=O)N[C@@H](CC(=O)O)C(=O)O.

Element x y z (Å)
O -2.9854 -2.2621 -1.1159
O 1.8503 3.1253 -0.1493
O 2.0694 -2.8086 0.5295
O -1.9868 -3.7347 0.3041
O 1.9561 -1.1495 1.9718
O 1.3038 -0.1593 -1.1423
N -0.8386 -0.6080 -0.9868
N -1.5757 1.7053 -2.1905
N 2.6106 1.4606 1.2364
C -0.1034 -1.9006 1.1421
C -0.3133 1.6889 -1.4192
C -0.6246 -1.9292 -0.3805
C -1.9871 -2.5511 -0.4705
C 0.2344 2.0487 1.1455
C 0.1593 0.2432 -1.3197
C -0.6695 2.3723 -0.1166
C 1.6846 2.2742 0.6730
C 1.3504 -1.9264 1.2378
H -1.7874 -0.2459 -0.9291
H 3.5392 1.5848 0.8113
H 0.0363 1.0893 1.6173
H -0.5534 -2.7500 1.6213
H -1.9882 2.6356 -2.2747
H -0.0693 2.7994 1.9830
H 0.6065 2.0900 -1.8863
H -1.6993 2.0639 0.0953
H -2.8004 -4.1751 0.0475
H -0.5024 -0.9777 1.6508
H 2.3194 0.5579 1.6363
H -0.7269 3.4757 -0.1541
H -1.5517 1.2492 -3.0741
H 0.0896 -2.5316 -0.9692
H 2.9533 -2.7548 0.8758


On energetic grounds, model x is preferred over the next structure by 568.6 kJ/mol.


Model w:
C2HFN2O2 in the gas phase, computed with ωB97M-V with the def2-TZVPD basis set.

Its LUMO energy is -0.366 eV. Its total charge is 0. As for the SMILES: O=C=C(O)/N=N\F.

Element x y z (Å)
F -1.5149 2.1292 -1.8064
O -1.1439 3.3246 0.4514
O 0.2175 0.2935 0.9831
N -0.5526 0.2862 -1.0678
N -1.1904 0.6858 -1.9742
C -0.3374 1.0379 -0.0104
C -0.8301 2.2255 0.1428
H 0.2205 -0.3904 0.2881


Model x:
C2HFN2O2 in the gas phase, computed with ωB97M-V with the def2-TZVPD basis set.

Its LUMO energy (spin up / spin down) is -1.533 / -1.537 eV. Its total charge is 0.

Element x y z (Å)
F -0.4929 -1.6181 -1.2762
O -0.5507 1.0087 0.8453
O -1.5682 -0.2249 2.3166
N -0.7498 -0.1801 1.4418
N 0.3738 1.2560 -0.0360
C 0.6118 -1.0580 -0.9525
C 0.7420 0.3158 -0.9208
H 1.6340 0.5006 -1.4182


On energetic grounds, model w is preferred over the next structure by 385.8 kJ/mol.